## w
Here is a single C5H6O2 molecule from the Open Molecules 2025 dataset. Energies are from the ωB97M-V functional and the def2-TZVPD basis.

Orbital gap   0.26130 Ha
Total charge   0
Spin multiplicity   1
E_HOMO   -7.53 eV

Geometry (Å):
O1 -1.65684 0.39582 1.05978
O2 -1.31898 -0.61616 -1.27235
C1 -0.60193 0.98743 1.52117
C2 1.47830 0.26949 0.15608
C3 -0.21095 -1.06901 -1.50143
C4 0.70965 1.01558 1.06002
C5 1.04555 -0.90691 -0.68052
H1 -1.49348 0.00014 0.14946
H2 -0.82695 1.53572 2.43808
H3 -0.07861 -1.66214 -2.42598
H4 1.04578 -1.74563 0.04099
H5 1.29107 1.72025 1.66118
H6 1.85713 -1.16663 -1.37628

Atom charges from the Mulliken analysis, given in e for atoms 1 to 5: O -0.49; O -0.60; C 0.18; C -0.43; C 0.27

## x
Here is a single C5H6O2 molecule from the Open Molecules 2025 dataset. Energies are from the ωB97M-V functional and the def2-TZVPD basis.

Orbital gap   0.33541 Ha
Total charge   0
Spin multiplicity   1
E_HOMO   -8.96 eV

Geometry (Å):
O1 0.29325 -0.10272 -1.66354
O2 -1.64460 -1.47101 0.84501
C1 0.71349 1.17595 1.19570
C2 1.08692 -1.07821 -1.31133
C3 -0.86935 -0.61477 0.47645
C4 0.06644 0.03565 1.43424
C5 -0.96471 -0.08455 -0.95762
H1 -1.67796 -0.70040 -1.50781
H2 -1.30359 0.95700 -0.96794
H3 0.12138 -0.46436 2.39955
H4 1.31477 1.66176 1.95819
H5 1.96308 -0.91845 -1.98621
H6 0.67589 1.68084 0.23249

Atom charges from the Mulliken analysis, given in e for atoms 1 to 5: O -0.22; O -0.52; C -0.69; C -0.28; C 0.69

## y
Here is a molecular structure, C5H6O2 from the Open Molecules 2025 dataset. Energies are from the ωB97M-V functional and the def2-TZVPD basis.

Orbital gap   0.26892 Ha
Total charge   0
Spin multiplicity   1
E_HOMO   -7.41 eV

Geometry (Å):
O1 0.95955 2.65099 0.81933
O2 1.02580 0.13387 -0.03142
C1 -0.92192 1.08203 1.16199
C2 0.03866 -0.81246 0.22880
C3 -1.07165 -0.27912 0.82294
C4 0.26986 1.70003 0.85801
C5 0.68609 -0.76654 -1.59185
H1 1.72149 -0.60174 -1.87975
H2 -1.91511 -0.87897 1.13916
H3 0.34984 -1.83372 0.42639
H4 -1.56476 1.58756 1.87634
H5 0.44701 -1.82998 -1.69586
H6 -0.02485 -0.15195 -2.13409

Atom charges from the Mulliken analysis, given in e for atoms 1 to 5: O -0.45; O -0.44; C -0.56; C -0.15; C -0.47

## z
Here is a single C5H6O2 molecule from the Open Molecules 2025 dataset. Energies are from the ωB97M-V functional and the def2-TZVPD basis.

Orbital gap   0.35429 Ha
Total charge   0
Spin multiplicity   1
E_HOMO   -9.01 eV

Geometry (Å):
O1 -0.17114 -0.07161 1.46027
O2 1.75566 -1.89021 -0.71975
C1 0.77206 -1.32201 -1.12396
C2 0.34193 0.05254 -0.64453
C3 0.96145 0.45586 0.69422
C4 -2.09895 0.65449 0.41535
C5 -1.00248 0.07216 0.05617
H1 0.11247 -1.77811 -1.89141
H2 0.40527 0.76556 -1.47396
H3 -1.11458 0.57291 1.64622
H4 1.06550 1.53534 0.83057
H5 1.86581 -0.08899 0.96433
H6 -2.89301 1.04207 -0.21351

Atom charges from the Mulliken analysis, given in e for atoms 1 to 5: O -0.40; O -0.46; C -0.08; C 0.40; C -0.49

The structure with the greatest stability is x.

## w
Here is a single C5H6O2 molecule from the Open Molecules 2025 dataset. Energies are from the ωB97M-V functional and the def2-TZVPD basis.

Orbital gap   0.31672 Ha
Total charge   0
Spin multiplicity   1
E_HOMO   -8.99 eV

Geometry (Å):
O1 -1.02905 0.70662 -0.56627
O2 -1.44904 -2.50729 0.98004
C1 0.26497 0.06392 -0.73019
C2 0.75599 2.03403 0.31236
C3 -1.18330 -1.33255 0.89925
C4 -0.95496 -0.69852 -0.43620
C5 1.22827 0.60291 0.30092
H1 0.80546 2.32474 -0.76351
H2 -1.41974 -1.23288 -1.26154
H3 -1.07870 -0.68451 1.79205
H4 0.62138 0.05892 -1.76013
H5 1.16939 0.12050 1.28280
H6 2.26933 0.54411 -0.04958

Atom charges from the Mulliken analysis, given in e for atoms 1 to 5: O -0.44; O -0.46; C -0.05; C -0.35; C -0.25

## x
Here is a single C5H6O2 molecule from the Open Molecules 2025 dataset. Energies are from the ωB97M-V functional and the def2-TZVPD basis.

Orbital gap (spin up / spin down)   0.26479 / 0.30413 Ha
Total charge   0
Spin multiplicity   1
E_HOMO (spin up / spin down)   -7.64 / -8.02 eV

Geometry (Å):
O1 2.30572 1.28723 -1.45581
O2 0.64130 -0.58446 1.01904
C1 2.04967 0.76428 -0.37620
C2 -0.56855 -0.99865 1.17574
C3 0.77454 0.23946 -0.04974
C4 -1.47342 -0.23121 0.27107
C5 -0.48651 0.14125 -0.84973
H1 2.79361 0.72283 0.44687
H2 -0.74853 1.06038 -1.37205
H3 -2.38795 -0.74606 -0.02445
H4 -0.38090 -0.66395 -1.59387
H5 -1.75588 0.69037 0.81863
H6 -0.76309 -1.68148 1.99049

Atom charges from the Mulliken analysis, given in e for atoms 1 to 5: O -0.56; O -0.28; C -0.23; C -0.22; C 0.32

The structure with the greatest stability is x.

## w
Here is a molecular structure, C31H35Cl2N9OTi from the Open Molecules 2025 dataset. Energies are from the ωB97M-V functional and the def2-TZVPD basis.

Orbital gap (spin up / spin down)   0.23763 / 0.28481 Ha
Total charge   +2
Spin multiplicity   3
E_HOMO (spin up / spin down)   -11.30 / -12.65 eV

Geometry (Å):
Ti1 -0.15919 0.35200 -0.16101
Cl1 -1.20733 -3.94725 -2.52785
Cl2 3.97641 -5.04627 -1.62726
O1 -0.66048 -1.48381 -0.93671
N1 -0.18879 2.52785 0.62093
N2 1.64485 -0.85854 0.28590
N3 -2.02690 1.43467 -1.13577
N4 -1.31685 4.42742 0.83040
N5 -0.75672 -0.13073 2.12947
N6 0.08823 1.65211 -4.19414
N7 -1.81385 -3.36157 0.64913
N8 -3.62646 -1.16236 0.84740
N9 0.57408 1.02851 -2.12526
C1 1.41926 -4.32983 -1.96707
C2 -2.07955 -3.39653 2.12369
C3 -2.51042 2.46029 -0.20532
C4 3.84950 0.13952 -3.66825
C5 2.76373 -0.55088 0.90966
C6 3.93183 -1.32047 0.81972
C7 1.61372 -2.00371 -0.46208
C8 2.54015 4.51486 2.18963
C9 3.52865 0.52313 -4.97968
C10 3.92778 -2.45305 0.05420
C11 2.94556 0.26575 -2.63386
C12 -1.69014 1.98404 -2.46583
C13 -2.93901 -0.76167 3.19002
C14 0.35694 -2.30242 -1.08689
C15 0.50481 5.81576 1.92768
C16 2.61527 -4.01172 -1.39782
C17 -1.43495 -1.02888 3.10455
C18 -3.83254 -1.56314 2.25157
C19 -1.09135 -2.51679 2.89660
C20 1.68812 0.78563 -2.93785
C21 1.39082 1.17247 -4.24393
C22 1.81629 5.70931 2.34049
C23 1.97143 3.39171 1.62825
C24 -0.33545 1.54164 -2.91925
C25 2.29433 1.05235 -5.29321
C26 -3.53864 -3.05228 2.39914
C27 0.30233 -3.48881 -1.79355
C28 2.74291 -2.83696 -0.60714
C29 0.64207 3.47837 1.21806
C30 -1.32751 3.14740 0.40512
C31 -0.05831 4.67531 1.36523
H1 3.21363 -0.01276 -1.62553
H2 -0.44253 2.00918 -4.97127
H3 -4.36250 -1.56699 0.27420
H4 3.57069 4.48248 2.51562
H5 -1.89822 -4.43114 2.41627
H6 -3.74607 -0.15891 0.77079
H7 2.30138 6.56797 2.78341
H8 -2.44013 1.69591 -3.20551
H9 -1.03298 -2.96621 3.88974
H10 4.81487 -3.06327 -0.04563
H11 4.26819 0.40827 -5.75998
H12 -1.88732 -2.40186 0.25168
H13 -2.72324 0.70718 -1.24501
H14 -3.25762 -1.00030 4.20756
H15 -2.07077 5.09083 0.75839
H16 0.24362 -0.20512 2.31411
H17 -3.18074 3.18628 -0.67692
H18 -1.02870 -0.78019 4.08824
H19 -0.08645 -2.61197 2.47352
H20 -3.13008 0.30943 3.06746
H21 4.83472 -0.25815 -3.46491
H22 -0.98309 0.82691 2.39227
H23 -4.19517 -3.63887 1.74950
H24 -2.45997 -3.95695 0.12984
H25 4.82335 -1.00949 1.34602
H26 -4.86675 -1.38864 2.56493
H27 2.74909 0.35300 1.50757
H28 -1.69981 3.07618 -2.41671
H29 2.04705 1.35734 -6.30084
H30 -3.76872 -3.36474 3.41930
H31 -0.05002 6.73783 2.03425
H32 -3.08098 1.97151 0.58837
H33 -0.87189 -3.69361 0.42108
H34 1.31961 -5.22806 -2.56054
H35 2.54292 2.48453 1.49169

Atom charges from the Mulliken analysis, given in e for atoms 1 to 5: Ti 0.28; Cl -0.22; Cl -0.23; O -0.40; N 0.67

## x
Here is a molecular structure, C31H35Cl2N9OTi from the Open Molecules 2025 dataset. Energies are from the ωB97M-V functional and the def2-TZVPD basis.

Orbital gap (spin up / spin down)   0.22963 / 0.28052 Ha
Total charge   +2
Spin multiplicity   3
E_HOMO (spin up / spin down)   -10.88 / -12.37 eV

Geometry (Å):
Ti1 -0.04574 0.30317 -0.16066
Cl1 -0.05033 4.65046 -2.80492
Cl2 3.72761 2.28210 -5.81392
O1 -0.10320 2.03278 -1.35213
N1 2.45417 1.77191 3.10287
N2 -1.89841 1.34715 0.84510
N3 -1.65830 -0.94201 -1.33915
N4 -2.96683 3.24042 -3.25120
N5 -1.08563 -1.52946 1.72597
N6 1.53316 -1.13713 1.02654
N7 1.16806 1.54598 1.31120
N8 1.38951 -0.11076 -1.88338
N9 -0.77842 -3.63647 2.37485
C1 2.47884 1.01124 -3.74741
C2 1.85576 0.92608 2.23726
C3 1.84266 3.29293 -4.19694
C4 1.10558 -2.52947 1.15415
C5 -2.93534 -0.27748 -1.70487
C6 -2.22141 -1.96589 2.42363
C7 2.60745 2.20691 -4.50435
C8 2.11979 3.06251 2.71649
C9 1.11426 5.26875 1.45395
C10 -3.67781 0.18647 -0.45112
C11 0.75057 2.12266 -2.33260
C12 -2.65339 0.87395 -2.68905
C13 -3.39760 2.14502 -2.30514
C14 3.19895 -0.17212 -4.01283
C15 2.07085 -1.20462 -2.18407
C16 -4.15139 -3.33404 3.87408
C17 -3.39189 -1.29630 2.78981
C18 1.31304 2.90958 1.58575
C19 -3.10312 2.62729 -0.88761
C20 -4.34215 -1.99346 3.50757
C21 0.92681 3.23308 -3.13632
C22 1.92438 5.40586 2.59206
C23 2.98347 -1.28198 -3.24078
C24 0.79907 4.02959 0.93374
C25 -3.20336 1.50195 0.16646
C26 1.56840 0.99259 -2.66950
C27 2.44468 4.30631 3.24331
C28 -2.04245 -3.29335 2.82574
C29 1.90652 -0.56141 2.33025
C30 -0.26886 -2.55327 1.74401
C31 -2.99308 -4.00664 3.54554
H1 -5.25284 -1.49242 3.80616
H2 -2.83135 -5.03395 3.84298
H3 -1.88733 -1.74424 -0.75665
H4 -2.08427 3.02083 -0.87575
H5 2.89174 -0.90271 2.66317
H6 1.93573 4.20591 -4.76889
H7 1.17622 -0.89020 3.07303
H8 3.90542 -0.19143 -4.83094
H9 -4.92132 -3.84361 4.43627
H10 1.89610 -2.07988 -1.56809
H11 -4.73318 0.30530 -0.70901
H12 -1.58528 1.09605 -2.67172
H13 3.07365 4.41312 4.11676
H14 -4.47107 2.02502 -2.46104
H15 -2.92872 0.57620 -3.70376
H16 -3.95957 1.79629 0.89939
H17 3.03628 1.51550 3.88275
H18 0.20307 3.91500 0.03935
H19 1.08688 -2.98816 0.16367
H20 2.14993 6.39586 2.96361
H21 -3.03681 2.94825 -4.22764
H22 -3.56153 -0.25423 2.55198
H23 2.34448 -1.09190 0.41657
H24 -3.64550 -0.60780 0.29678
H25 -1.57561 2.25492 1.17215
H26 -2.00178 0.76329 1.66975
H27 0.73910 6.15994 0.96887
H28 -1.22474 -1.31390 -2.18112
H29 -3.53350 4.08245 -3.13517
H30 -3.78740 3.43841 -0.63091
H31 3.50755 -2.20768 -3.43064
H32 -3.58475 -1.00190 -2.20248
H33 1.78432 -3.12660 1.77453
H34 -1.98250 3.51629 -3.07042
H35 -0.31088 -4.51562 2.52326

Atom charges from the Mulliken analysis, given in e for atoms 1 to 5: Ti 0.00; Cl -0.24; Cl -0.23; O 1.32; N -0.11

The structure with the greatest stability is x.